Entry 1:
This record from OMol25 describes one molecule with the formula C4H3PS at a distorted geometry. The level of theory is the ωB97M-V functional and the def2-TZVPD basis.

Each line ends with the Löwdin charge.
CARTESIAN COORDINATES (ANGSTROEM)
C: -1.356 -1.700 -0.611  -0.278
C: -0.126 -1.707 -0.613  -0.714
S: 1.527 -1.287 -0.531  0.828
C: 0.650 0.185 0.581  -0.629
C: -0.221 1.135 -0.067  -0.395
P: -1.156 -0.326 0.632  0.917
H: 1.179 0.500 1.470  0.064
H: -0.580 2.132 0.319  0.095
H: 0.082 1.068 -1.179  0.112

## Properties
E_LUMO in eV: -0.439
Orbital gap in eV: 8.33
Net charge: 0
Multiplicity: 1

---

Entry 2:
This record from OMol25 describes C36H43MnN4P2SeSi as an isolated structure at a distorted geometry. The level of theory is the ωB97M-V functional and the def2-TZVPD basis.

Each line ends with the Löwdin charge.
CARTESIAN COORDINATES (ANGSTROEM)
Mn: 1.031 0.172 -0.078  0.072
C: -0.706 -0.108 -3.407  -0.246
P: 0.875 -0.136 -2.478  0.807
C: 1.899 0.778 -3.719  -0.229
C: 1.489 -1.851 -2.701  -0.371
C: 1.053 -2.661 -3.741  -0.080
C: 1.562 -3.939 -3.893  -0.059
C: 2.499 -4.425 -2.999  -0.059
C: 2.918 -3.643 -1.937  -0.074
C: 2.427 -2.351 -1.783  -0.364
P: 2.916 -1.266 -0.395  0.867
C: 3.822 -2.406 0.722  -0.243
C: 4.374 -0.384 -1.112  -0.219
H: -0.529 -0.164 -4.480  0.053
H: -1.198 0.840 -3.187  -0.002
H: -1.349 -0.918 -3.068  0.022
H: 2.015 0.182 -4.625  0.058
H: 2.885 1.034 -3.335  0.021
H: 1.373 1.706 -3.951  0.035
H: 0.308 -2.297 -4.432  0.101
H: 1.231 -4.554 -4.715  0.111
H: 2.907 -5.416 -3.123  0.112
H: 3.632 -4.052 -1.240  0.096
H: 4.689 -2.839 0.224  0.051
H: 3.142 -3.184 1.066  0.038
H: 4.176 -1.844 1.587  0.039
H: 5.020 -1.088 -1.638  0.059
H: 4.924 0.093 -0.298  0.047
H: 4.060 0.394 -1.805  0.014
N: 3.022 1.773 3.434  0.090
C: 2.701 2.994 2.920  -0.068
C: 2.139 2.750 1.703  -0.152
N: 2.108 1.404 1.469  -0.013
C: 2.646 0.847 2.536  -0.178
H: 3.436 1.595 4.337  0.168
H: 2.869 3.906 3.455  0.118
H: 1.764 3.444 0.978  0.056
H: 2.786 -0.208 2.683  0.102
C: -3.402 2.851 -1.432  -0.020
N: -2.653 4.054 -1.195  -0.118
C: -3.155 5.321 -1.100  -0.028
C: -2.116 6.152 -0.843  -0.031
N: -0.986 5.388 -0.785  -0.129
C: 0.345 5.854 -0.525  -0.037
C: -1.319 4.100 -1.006  -0.654
Se: -0.128 2.702 -1.218  0.721
H: -4.439 3.100 -1.643  0.103
H: -3.347 2.198 -0.559  0.082
H: -2.977 2.309 -2.277  0.082
H: -4.194 5.536 -1.233  0.128
H: -2.085 7.213 -0.705  0.127
H: 0.393 6.927 -0.685  0.099
H: 1.039 5.346 -1.197  0.069
H: 0.629 5.625 0.505  0.094
C: 0.500 -4.983 2.964  -0.087
C: 1.252 -3.840 3.173  -0.102
C: 0.830 -2.640 2.634  -0.143
C: -0.320 -2.550 1.855  -0.278
C: -1.062 -3.708 1.660  -0.098
C: -0.666 -4.909 2.222  -0.077
Si: -0.773 -0.847 1.054  0.702
C: -1.472 0.218 2.516  -0.283
C: -2.320 -0.305 3.484  -0.095
C: -2.766 0.479 4.534  -0.083
C: -2.320 1.782 4.672  -0.092
C: -1.463 2.317 3.723  -0.094
C: -1.074 1.546 2.642  -0.136
C: -2.245 -1.232 -0.123  -0.284
C: -3.430 -0.508 -0.092  -0.111
C: -4.431 -0.744 -1.018  -0.088
C: -4.278 -1.739 -1.970  -0.084
C: -3.115 -2.491 -1.994  -0.098
C: -2.101 -2.221 -1.094  -0.160
H: 0.821 -5.928 3.377  0.103
H: 2.170 -3.889 3.744  0.103
H: 1.392 -1.739 2.832  0.066
H: -1.965 -3.668 1.068  0.092
H: -1.265 -5.794 2.071  0.105
H: -2.634 -1.334 3.405  0.105
H: -3.463 0.072 5.251  0.103
H: -2.640 2.383 5.510  0.102
H: -1.102 3.332 3.835  0.098
H: -0.447 1.977 1.866  0.040
H: -3.567 0.238 0.679  0.092
H: -5.329 -0.144 -1.006  0.103
H: -5.062 -1.925 -2.690  0.103
H: -2.995 -3.275 -2.728  0.107
H: -1.178 -2.787 -1.134  0.101

## Properties
E_LUMO (alpha / beta) in eV: -2.363 / -2.225
Orbital gap (alpha / beta) in eV: 7.50 / 7.47
Net charge: +1
Multiplicity: 2

---

Entry 3:
This record from OMol25 describes a 7-piece molecular cluster, C24H67F2N13O9P3S2 overall at a distorted geometry. The level of theory is the ωB97M-V functional and the def2-TZVPD basis.

Each line ends with the Löwdin charge.
CARTESIAN COORDINATES (ANGSTROEM)
N: 2.299 1.291 2.911  0.313
H: 1.489 0.986 2.312  0.075
H: 2.541 2.282 2.818  0.136
H: 3.155 0.758 2.711  0.161
H: 2.163 1.105 3.907  0.142
N: -1.003 0.997 4.264  0.290
H: -0.684 0.971 3.240  0.056
H: -0.326 0.606 4.920  0.142
H: -1.879 0.489 4.412  0.156
H: -1.144 1.968 4.557  0.151
N: -0.179 0.686 1.653  -0.397
S: -0.572 1.955 0.708  0.510
O: -1.858 1.915 0.146  -0.217
O: 0.536 2.549 0.061  -0.227
F: -0.835 2.994 1.919  -0.197
S: -0.390 -0.641 0.786  0.517
O: 0.188 -0.565 -0.509  -0.216
O: -1.545 -1.441 0.967  -0.216
F: 0.714 -1.488 1.623  -0.206
C: -4.953 1.022 0.627  -0.064
C: -5.991 0.523 -0.153  -0.052
C: -6.279 -0.827 -0.114  0.006
C: -5.547 -1.690 0.679  -0.134
C: -4.452 -1.235 1.397  -0.016
C: -4.187 0.119 1.366  -0.101
N: -5.803 -3.130 0.623  -0.343
O: -5.251 -3.854 1.416  0.076
O: -6.527 -3.514 -0.276  0.097
H: -4.577 2.034 0.620  0.092
H: -6.576 1.206 -0.755  0.114
H: -7.133 -1.218 -0.652  0.127
H: -3.877 -1.907 2.015  0.107
H: -3.319 0.560 1.846  0.070
O: 6.198 5.346 0.444  -0.266
P: 5.845 4.477 -0.678  0.481
N: 4.269 3.892 -0.646  -0.282
C: 3.935 3.269 0.583  -0.177
C: 3.603 3.397 -1.837  -0.112
N: 6.795 3.121 -0.702  -0.302
C: 6.791 2.249 -1.855  -0.126
C: 7.824 2.780 0.267  -0.093
N: 6.011 5.153 -2.187  -0.307
C: 5.058 6.198 -2.593  -0.093
C: 7.399 5.572 -2.401  -0.107
H: 4.358 3.843 1.423  0.081
H: 4.383 2.272 0.766  0.079
H: 2.872 3.268 0.851  0.050
H: 2.589 3.789 -1.927  0.080
H: 3.642 2.304 -1.854  0.090
H: 4.131 3.760 -2.714  0.063
H: 6.695 1.189 -1.586  0.086
H: 6.050 2.468 -2.616  0.067
H: 7.772 2.295 -2.351  0.084
H: 8.247 3.673 0.731  0.081
H: 7.395 2.259 1.137  0.073
H: 8.561 2.136 -0.202  0.081
H: 5.305 6.539 -3.595  0.087
H: 4.035 5.869 -2.451  0.065
H: 5.209 7.074 -1.944  0.094
H: 7.799 6.163 -1.566  0.088
H: 7.450 6.298 -3.215  0.085
H: 8.076 4.750 -2.622  0.076
O: -1.014 -8.470 1.889  -0.273
P: -0.833 -7.287 2.745  0.468
N: -0.321 -7.732 4.260  -0.324
C: 0.142 -6.785 5.267  -0.105
C: -0.195 -9.130 4.626  -0.103
N: -2.194 -6.409 2.974  -0.308
C: -2.893 -5.904 1.802  -0.104
C: -2.983 -6.387 4.195  -0.090
N: 0.274 -6.197 2.154  -0.301
C: 0.300 -4.816 2.493  -0.161
C: 1.529 -6.772 1.687  -0.092
H: -0.482 -6.910 6.158  0.080
H: -0.015 -5.785 4.873  0.056
H: 1.192 -6.982 5.497  0.086
H: -0.713 -9.306 5.582  0.082
H: 0.848 -9.403 4.819  0.083
H: -0.670 -9.753 3.876  0.074
H: -3.976 -6.001 1.879  0.073
H: -2.715 -4.828 1.666  0.067
H: -2.576 -6.438 0.907  0.087
H: -3.177 -5.339 4.432  0.083
H: -3.871 -7.019 4.120  0.092
H: -2.418 -6.855 5.002  0.060
H: 0.484 -4.176 1.628  0.071
H: -0.562 -4.474 3.065  0.069
H: 1.129 -4.605 3.201  0.079
H: 2.052 -6.047 1.062  0.082
H: 1.287 -7.631 1.064  0.080
H: 2.162 -7.077 2.528  0.083
O: -3.665 3.545 -5.605  -0.273
P: -2.964 2.933 -4.465  0.464
N: -3.439 1.346 -4.302  -0.293
C: -4.846 1.025 -4.523  -0.112
C: -2.621 0.429 -3.496  -0.092
N: -3.090 3.621 -2.971  -0.302
C: -4.256 3.386 -2.117  -0.091
C: -2.508 4.950 -2.836  -0.104
N: -1.338 2.904 -4.769  -0.289
C: -0.921 2.595 -6.132  -0.093
C: -0.340 2.663 -3.773  -0.160
H: -5.519 1.782 -4.134  0.070
H: -5.059 0.079 -4.002  0.073
H: -5.042 0.651 -5.532  0.086
H: -3.244 -0.439 -3.266  0.076
H: -2.315 0.846 -2.536  0.064
H: -1.842 0.008 -4.134  0.082
H: -3.888 3.543 -1.100  0.064
H: -5.066 4.087 -2.330  0.097
H: -4.514 2.334 -2.212  0.058
H: -2.939 5.675 -3.528  0.092
H: -2.668 5.340 -1.823  0.082
H: -1.418 4.904 -2.861  0.068
H: -1.538 3.215 -6.786  0.075
H: 0.108 2.910 -6.296  0.083
H: -1.091 1.554 -6.418  0.084
H: -0.800 2.707 -2.773  0.053
H: 0.485 3.381 -3.737  0.078
H: 0.057 1.638 -3.704  0.084

## Properties
E_LUMO in eV: -4.871
Orbital gap in eV: 5.22
Net charge: +1
Multiplicity: 1

---

Entry 4:
This record from OMol25 describes a 2-piece molecular cluster, C16H24BN3O5S overall at a distorted geometry. The level of theory is the ωB97M-V functional and the def2-TZVPD basis.

Each line ends with the Löwdin charge.
CARTESIAN COORDINATES (ANGSTROEM)
C: 0.911 2.886 1.665  -0.057
O: 0.078 3.923 2.157  0.097
B: -0.813 4.453 1.304  -0.906
O: -1.005 3.974 0.026  0.174
O: -1.543 5.573 1.717  -0.098
S: -2.769 5.281 2.787  1.019
O: -2.689 3.882 3.066  -0.370
O: -4.014 5.487 1.766  -0.300
C: -4.368 4.364 0.971  -0.210
C: -5.550 3.658 1.528  -0.430
C: -6.088 2.502 0.741  -0.030
N: -6.063 4.068 2.588  0.177
H: 1.346 2.390 2.525  0.077
H: 0.371 2.141 1.094  0.074
H: 1.733 3.334 1.121  0.104
H: -0.820 4.698 -0.594  0.134
H: -4.674 4.757 0.006  0.145
H: -3.550 3.682 0.773  0.108
H: -5.290 2.054 0.151  0.073
H: -6.492 1.729 1.377  0.080
H: -6.856 2.808 0.047  0.086
H: -6.868 3.503 2.847  0.071
C: 2.988 -5.127 -5.466  0.059
N: 2.810 -4.495 -4.134  -0.071
C: 3.766 -3.675 -3.670  0.026
C: 3.625 -3.042 -2.458  0.061
C: 2.475 -3.245 -1.699  -0.125
C: 1.511 -4.116 -2.198  0.059
C: 1.702 -4.730 -3.415  0.032
C: 2.264 -2.543 -0.408  -0.126
C: 1.148 -1.734 -0.214  0.060
C: 0.943 -1.123 1.002  0.029
N: 1.809 -1.302 2.012  -0.064
C: 2.905 -2.059 1.848  0.026
C: 3.157 -2.686 0.651  0.060
C: 1.560 -0.678 3.338  0.055
H: 3.918 -5.690 -5.460  0.118
H: 3.020 -4.339 -6.214  0.120
H: 2.154 -5.791 -5.664  0.108
H: 4.636 -3.532 -4.296  0.162
H: 4.409 -2.376 -2.124  0.146
H: 0.607 -4.329 -1.643  0.146
H: 0.973 -5.409 -3.833  0.157
H: 0.431 -1.569 -1.007  0.146
H: 0.085 -0.492 1.185  0.152
H: 3.564 -2.157 2.699  0.162
H: 4.041 -3.302 0.562  0.146
H: 2.418 -0.060 3.591  0.117
H: 1.426 -1.476 4.064  0.119
H: 0.665 -0.068 3.290  0.104

## Properties
E_LUMO in eV: -7.890
Orbital gap in eV: 4.80
Net charge: +2
Multiplicity: 1

---

Number 3 is which compound?
C24H67F2N13O9P3S2